The following is a quantum chemistry calculation of a molecular structure, C11H18CeCl4O in a non-equilibrium geometry, from the OMol25 dataset.

Total charge: -2
Kohn-Sham gap (alpha / beta) in eV: 3.93 / 3.94

```
35
Properties=species:S:1:pos:R:3:forces:R:3
C 1.811866 -0.450517 -0.336573 -0.8 1.0 0.2
C 1.825592 0.746471 0.432210 -0.5 -0.3 -1.3
C 1.002002 1.697431 -0.226889 0.3 -1.3 -0.5
C 2.571848 0.965261 1.688308 0.2 0.1 0.4
C 0.459435 1.078622 -1.385100 0.7 -0.4 1.1
C 0.931265 -0.260555 -1.432525 0.0 0.9 0.8
C 0.587270 -1.271200 -2.451845 0.1 -0.4 -0.4
C 2.563698 -1.684593 -0.044025 0.2 -0.4 0.1
C 0.746573 3.081220 0.225733 -0.1 0.3 0.2
C -0.441493 1.723483 -2.354250 -0.3 0.4 -0.3
Ce -2.386519 -1.639770 0.693103 1.2 1.4 1.6
Cl -2.016332 0.607553 5.166838 -0.2 -0.1 0.0
Cl -0.389554 -2.537634 2.010226 -0.1 -0.3 -0.1
Cl -2.574481 0.905460 0.473071 -0.2 -0.4 -0.1
H 2.674548 0.019454 2.240399 0.0 0.3 0.1
H 2.036345 1.685309 2.324125 0.2 -0.2 0.0
H 3.584298 1.361751 1.503674 0.0 0.0 0.2
H 0.675694 3.110105 1.324974 -0.1 0.2 -0.3
H -0.198764 3.442748 -0.203667 0.2 0.1 0.2
H 1.555634 3.765513 -0.085406 -0.2 0.1 0.1
H -1.219452 2.314589 -1.850574 0.0 -0.1 -0.2
H -0.932797 0.975704 -2.985836 -0.1 0.2 0.0
H 0.120315 2.404660 -3.012137 -0.2 0.1 -0.2
H -0.306614 -0.963458 -3.013392 0.2 -0.2 0.0
H 0.393092 -2.247545 -1.977092 0.0 0.1 -0.3
H 1.419653 -1.409592 -3.165382 -0.2 -0.2 -0.1
H 2.651043 -1.847024 1.038623 0.0 -0.1 -0.2
H 3.581411 -1.642457 -0.464886 0.1 -0.2 0.1
H 2.060031 -2.554306 -0.486773 0.1 0.0 0.2
O -2.659291 -2.281600 -1.181042 -0.9 -1.1 -2.0
H -2.961567 -2.625647 -2.043737 0.4 0.4 0.7
Cl -4.434848 -3.131372 2.321487 0.0 -1.2 -0.1
C -4.107306 -1.439412 2.272060 0.3 1.7 -0.3
H -4.917131 -0.887990 1.784420 0.0 -0.1 0.4
H -3.705465 -1.010660 3.201881 -0.3 -0.1 -0.1
```
Forces are in eV/Å.

***

The following is a quantum chemistry calculation of 3 unconnected molecules or ions with the total composition C11H18FN7O2P in a non-equilibrium geometry, from the OMol25 dataset.

Energy relative to the best compared isomer or geometry (same formula, charge and spin) in kcal per mole: 6.5
Total charge: +1
Kohn-Sham gap in eV: 4.88

```
40
Properties=species:S:1:pos:R:3:forces:R:3
N -0.656760 -3.396131 4.711150 -0.2 0.1 -0.4
P -0.574061 -2.532381 3.447597 -0.2 -0.9 0.6
N 0.027342 -0.890835 3.848637 -0.3 0.2 -0.5
C -0.471687 0.290556 3.592905 0.5 0.5 0.4
N 0.145559 1.413782 4.033832 -1.4 -0.4 0.5
N -1.646867 0.478121 2.843148 0.6 -0.5 -0.1
C -1.601624 0.398757 1.420954 -0.5 0.5 -0.6
O -2.583565 0.201747 0.791715 0.0 -0.3 0.1
N -0.314791 0.605939 0.848057 0.5 0.1 0.6
C 0.390133 -0.541283 0.488060 -0.2 -0.1 -0.3
O 1.465695 -0.829251 0.879188 0.1 -0.2 0.0
F -0.316848 -1.292386 -0.351252 0.1 -0.1 0.3
H -1.604563 -3.711345 4.886669 0.1 -0.1 0.5
H -1.742264 -2.269756 2.723427 0.1 0.4 -0.3
H 0.376612 -2.915411 2.509875 0.3 0.4 -0.1
H 0.892125 -0.903632 4.381428 0.1 -0.1 0.2
H -0.463821 2.222705 3.963476 0.1 0.1 -0.3
H 0.471875 1.367140 4.996219 0.8 -0.1 -0.3
H -2.407240 -0.107175 3.174379 -0.3 0.3 0.1
H 0.318471 1.161230 1.416970 -0.1 0.2 0.0
N 2.234474 1.954545 -1.280293 0.1 0.0 0.1
C 3.178685 0.983194 -1.028627 -0.1 0.1 -0.1
C 4.377326 1.444377 -1.494654 0.0 0.0 0.0
C 4.157509 2.739266 -2.039894 0.1 0.0 0.0
C 2.830660 3.026131 -1.894927 -0.1 0.0 0.0
H 1.257898 1.899447 -1.065928 -0.1 0.0 -0.1
H 2.921878 0.055399 -0.552122 0.1 0.0 -0.1
H 5.312656 0.913549 -1.451438 0.0 0.0 0.0
H 4.892352 3.382672 -2.491594 0.0 0.0 0.0
H 2.259549 3.892965 -2.177381 0.0 0.0 0.0
N -1.598399 -0.945851 -3.025766 0.0 0.0 -0.1
C -1.990089 -2.023522 -3.775361 0.0 0.0 0.1
C -2.848054 -1.572641 -4.739758 0.0 0.0 0.0
C -2.978069 -0.166864 -4.570017 0.0 0.0 0.0
C -2.195105 0.189727 -3.507483 0.0 0.0 0.1
H -0.972909 -0.982182 -2.245126 -0.1 0.0 -0.2
H -1.625625 -3.012990 -3.560563 0.0 0.0 0.0
H -3.328772 -2.180026 -5.486876 0.0 0.0 0.0
H -3.577041 0.502750 -5.162594 0.0 0.0 0.0
H -2.012645 1.149662 -3.056032 0.0 0.0 0.0
```
Forces are in eV/Å.

***

The following is a quantum chemistry calculation of a molecular structure, C11H18IN6OPdS2, from the OMol25 dataset.

Total charge: +1
Kohn-Sham gap (alpha / beta) in eV: 7.14 / 7.14

```
40
Properties=species:S:1:pos:R:3:forces:R:3
Pd -0.885191 -0.208639 -0.324986 -0.1 0.0 0.8
C 3.733988 0.621925 -0.579022 0.0 0.0 0.0
N 3.303722 -0.269801 0.491822 -0.1 0.0 0.0
C 4.162046 -0.289415 1.676586 0.0 0.0 0.0
C 1.967952 -0.543598 0.584291 0.1 -0.1 0.0
N 1.095724 -0.021065 -0.211509 0.1 0.0 0.2
N 1.649785 -1.475065 1.560709 -0.1 0.0 0.0
C 0.416804 -1.942964 2.010823 0.2 0.2 0.0
N 0.523678 -2.660732 3.158761 0.0 0.0 -0.1
N -0.677887 -1.707238 1.389075 0.1 -0.2 -0.4
H 4.813621 0.547181 -0.674582 0.0 0.0 0.0
H 3.469671 1.667226 -0.380363 0.0 0.0 0.0
H 3.297975 0.308171 -1.526381 0.0 0.0 0.0
H 5.177038 -0.072609 1.356866 0.0 0.0 0.0
H 4.201411 -1.268960 2.152117 0.0 0.0 0.0
H 3.859000 0.458089 2.413090 0.0 0.0 0.0
H 1.460104 0.722964 -0.794557 -0.1 0.0 0.1
H 2.445817 -1.935231 1.964620 0.0 0.0 0.0
H 1.374158 -2.710541 3.688866 0.0 0.1 0.0
H -0.274634 -3.153280 3.515901 0.0 0.0 0.0
H -1.486730 -2.035312 1.905682 0.0 0.0 0.0
C 1.467458 3.125482 -2.682955 0.0 0.0 0.0
O 0.658415 2.355407 -1.775125 0.1 -0.1 0.0
C -0.121477 3.031264 -0.916015 -0.2 0.0 0.0
S -0.176395 4.651750 -0.770742 0.1 0.1 0.0
S -1.153248 2.041792 0.080593 0.3 0.0 -0.5
H 1.986480 2.393991 -3.296856 0.0 0.0 0.0
H 2.170858 3.750563 -2.135065 0.0 0.0 0.0
H 0.839335 3.761922 -3.301924 0.0 0.0 0.0
I -5.462515 -3.811827 0.115462 0.0 0.0 0.0
C -4.762389 -1.937829 -0.430466 0.0 0.0 0.0
C -5.613517 -0.961481 -0.926968 0.0 0.0 0.0
C -5.073392 0.261071 -1.280513 0.0 0.0 0.0
C -3.718400 0.483549 -1.115312 0.0 0.0 0.0
N -2.901306 -0.455551 -0.620450 -0.2 0.1 0.1
C -3.417768 -1.649924 -0.296548 0.0 0.0 0.0
H -6.671472 -1.154840 -1.038955 0.0 0.0 0.0
H -5.694948 1.048487 -1.681560 0.0 0.0 0.0
H -3.262943 1.428305 -1.368805 0.0 0.0 0.0
H -2.720815 -2.393255 0.064376 0.0 0.0 0.0
```
Forces are in eV/Å.

***

The following is a quantum chemistry calculation of C11H18N2O3 in the gas phase in a non-equilibrium geometry, from the OMol25 dataset.

Energy relative to the best compared isomer or geometry (same formula, charge and spin) in kcal per mole: 28.4
SMILES: CC1(C)OC(=O)N(CN2CCCCC2)C1=O
Kohn-Sham gap in eV: 9.35

```
34
Properties=species:S:1:pos:R:3:forces:R:3
O -0.129504 -0.050345 -2.767051 -0.6 -0.3 -0.7
O 1.936979 1.670907 0.854310 -1.4 -0.2 -2.1
O 0.186100 2.067715 -2.155166 0.1 0.7 0.8
C 0.283818 0.742159 -1.980181 0.1 -1.1 -1.5
C 1.295127 1.577289 -0.202793 2.2 -0.7 2.8
N 1.009456 0.389513 -0.871244 0.5 3.0 0.7
N 0.259294 -1.596797 0.244207 0.9 -0.3 -0.4
C 1.360423 -0.952918 -0.468085 -1.2 -1.5 0.3
C -0.283457 3.506689 -0.246708 -1.5 -1.0 -0.3
C 1.929372 3.674164 -1.395051 0.5 0.1 -0.3
C -0.093861 -1.096038 1.573448 -0.3 -0.1 -0.4
C -0.887001 -2.034428 -0.553270 -0.2 -0.6 0.5
C -0.845227 -2.186987 2.339740 0.0 -0.5 -0.1
C -1.581834 -3.186534 0.178723 0.2 -0.2 -0.2
C -2.031019 -2.809207 1.568496 0.5 0.4 0.0
C 0.772641 2.747669 -1.006925 0.3 0.1 -0.1
H 1.617388 -1.571807 -1.359763 -0.4 0.7 0.4
H 2.252447 -0.949841 0.162146 -0.2 0.5 0.1
H 0.075114 3.975815 0.635634 0.7 0.4 0.7
H -1.078920 2.808532 0.091726 0.3 0.4 -0.3
H -0.727032 4.263590 -0.883926 -0.1 0.1 -0.2
H 2.745208 3.108064 -1.862813 -0.2 0.1 0.1
H 2.339023 4.150936 -0.486085 -0.3 -0.3 -0.4
H 1.652226 4.477639 -2.103182 -0.2 -0.5 0.4
H 0.807673 -0.810852 2.137575 -0.2 0.0 -0.4
H -0.749277 -0.209183 1.497445 0.1 0.1 0.0
H -1.641345 -1.260540 -0.744102 0.1 0.4 0.0
H -0.562889 -2.411466 -1.520124 0.2 0.2 -0.1
H -1.234890 -1.781233 3.251686 -0.1 0.4 0.7
H -0.098293 -2.943788 2.622667 -0.3 -0.1 -0.2
H -2.452531 -3.531279 -0.391377 0.3 -0.1 -0.1
H -0.842503 -3.989680 0.288284 -0.2 -0.1 -0.3
H -2.430117 -3.698178 2.064853 0.1 0.2 0.2
H -2.852588 -2.089581 1.486907 0.0 0.1 0.2
```
Forces are in eV/Å.

***

The following is a quantum chemistry calculation of a gas-phase ion, C11H18N3 (charge +1) in a non-equilibrium geometry, from the OMol25 dataset.

Energy relative to the best compared isomer or geometry (same formula, charge and spin) in kcal per mole: 137.2
Total charge: +1
Kohn-Sham gap (alpha / beta) in eV: 6.03 / 7.56

```
32
Properties=species:S:1:pos:R:3:forces:R:3
C -2.259422 2.834152 0.773331 -0.1 -1.1 -0.3
C -1.984083 1.481807 0.827327 -1.2 1.1 2.2
C -1.452685 2.313191 -1.187784 -1.9 0.1 5.5
C 0.950191 -0.142442 -2.105635 -1.6 0.0 -0.7
C -0.364820 -0.561245 -1.961614 0.6 1.0 1.9
C 1.428433 0.920050 -1.260868 -1.6 -2.0 1.3
C 2.143330 0.273839 0.092663 -0.5 -0.7 -0.2
C -1.229315 -0.188077 -0.920264 -0.2 1.6 1.3
C 1.237869 -0.533637 0.961926 0.8 1.5 -1.6
C 1.068807 -1.937373 0.604151 2.4 0.1 -2.0
C 0.730358 0.200339 2.093357 -3.1 0.8 -0.5
N -1.879258 3.302747 -0.437616 -0.2 1.2 -1.0
N -1.491585 1.169278 -0.405465 0.9 -2.9 -2.3
N -2.442548 -1.067071 -0.419407 1.4 4.8 -1.1
H -2.837422 3.386402 1.508436 0.6 0.2 -0.2
H -2.202129 0.908911 1.791886 0.6 0.1 -1.9
H -1.100214 2.358905 -2.126516 1.1 0.0 -3.1
H 1.509412 -0.652783 -2.871910 0.4 0.2 -0.1
H -0.631691 -1.405902 -2.489161 -0.7 -1.8 -1.2
H 2.163669 1.519734 -1.661446 1.6 1.3 -0.9
H 0.559179 1.482341 -0.903436 1.1 0.2 0.0
H 2.968392 -0.367753 -0.254076 -0.1 0.6 0.0
H 2.454311 1.238950 0.485400 0.4 -0.5 0.8
H 2.035761 -2.508685 0.828600 -1.2 0.5 -0.3
H 0.969954 -1.929349 -0.542437 0.4 -0.2 1.2
H 0.242871 -2.439583 0.995055 -1.2 -0.8 1.1
H 1.474811 0.659009 2.654620 1.5 1.0 0.9
H 0.075742 -0.292517 2.772648 -0.3 -1.1 0.6
H 0.006267 1.013068 1.742039 1.3 -0.4 0.1
H -2.002670 -1.941485 -0.319154 -0.3 -1.7 0.5
H -3.209100 -0.928463 -1.113305 0.3 -0.8 1.0
H -2.519298 -0.424661 0.444450 -1.0 -2.1 -0.9
```
Forces are in eV/Å.

***

The following is a quantum chemistry calculation of a molecular structure, C11H18N3O7P2SZr, from the OMol25 dataset.

Energy relative to the best compared isomer or geometry (same formula, charge and spin) in kcal per mole: 0.0
Total charge: +3
Kohn-Sham gap in eV: 5.01

```
43
Properties=species:S:1:pos:R:3:forces:R:3
Zr 0.598831 -0.099112 -0.144293 -0.3 0.3 -0.4
C 4.630422 -1.752266 0.340765 -0.1 0.0 0.0
C 3.224872 -1.175839 0.399782 0.3 -0.2 0.0
O 3.014744 -0.061225 -0.527434 -0.1 0.1 0.0
P 2.862625 -0.236351 1.932164 -0.1 0.0 0.0
O 4.007306 0.699676 2.364932 0.0 -0.1 0.0
O 2.647609 -1.245904 3.083938 0.0 0.0 -0.1
O 1.561324 0.519532 1.552473 0.1 -0.2 -0.1
P 1.926581 -2.525075 -0.027247 0.1 0.2 0.1
O 0.778689 -2.128683 1.092568 -0.1 -0.1 0.1
O 2.437069 -3.865391 -0.112076 -0.1 -0.1 0.0
O 1.124090 -1.743537 -1.148686 0.1 0.1 0.3
H 5.380409 -0.977620 0.500387 0.0 0.0 0.0
H 4.797254 -2.233632 -0.625002 0.0 0.0 0.0
H 4.739229 -2.530364 1.097390 0.0 0.0 0.0
H 3.523075 -0.195753 -1.345933 -0.1 0.0 0.0
H 4.155945 1.581413 1.990169 0.0 0.1 0.0
H 3.106403 -1.138820 3.935395 0.0 0.0 0.1
H 0.670382 -2.578804 1.946644 0.2 -0.1 0.0
C 0.480837 4.566823 -3.244965 0.0 0.1 0.0
C 0.338419 3.111278 -3.715564 -0.1 -0.3 0.1
C 0.417682 2.162584 -2.624556 0.0 0.0 0.1
N 0.483698 1.410225 -1.749408 0.0 0.0 0.0
H 0.421765 5.202983 -4.124987 0.0 0.0 0.0
H 1.441877 4.737809 -2.765498 0.0 0.0 0.0
H -0.323908 4.842202 -2.567622 0.0 0.0 0.0
H 1.118796 2.813938 -4.424531 0.0 0.1 0.0
H -0.630367 2.922244 -4.192587 0.0 0.1 -0.1
N -6.199909 -1.766467 1.630220 0.0 0.1 0.0
C -5.620628 -0.662104 1.192454 0.1 -0.2 -0.1
S -6.238728 0.786555 0.772412 0.0 0.0 0.0
C -4.163442 -0.601767 0.917985 -0.1 0.0 0.0
C -3.652619 -1.018013 -0.328690 0.2 0.1 -0.1
C -2.341628 -0.779450 -0.628862 -0.2 -0.2 0.0
N -1.483608 -0.183614 0.252598 0.1 0.0 0.0
C -1.969260 0.174321 1.481910 -0.2 0.0 0.2
C -3.268611 -0.028391 1.844194 0.1 0.1 0.0
H -7.202250 -1.782836 1.770952 0.0 0.0 0.0
H -5.675359 -2.593689 1.868194 0.0 0.0 0.0
H -4.295203 -1.483416 -1.063640 0.0 0.0 0.0
H -1.936834 -1.071868 -1.593827 0.0 0.0 0.0
H -1.269398 0.638127 2.171564 0.0 0.0 0.0
H -3.618179 0.290281 2.816318 0.0 0.0 0.0
```
Forces are in eV/Å.

***

Number 1: electronic energy -2821.16331 a.u.. Number 2: electronic energy -1404.66692 a.u.. Number 3: electronic energy -2055.50923 a.u.. Number 4: electronic energy -765.22744 a.u.. Number 5: electronic energy -593.76318 a.u.. Number 6: electronic energy -2248.18167 a.u..